No. 1
# C48H52Cl3N6O4V

A structure of composition C48H52Cl3N6O4V at a distorted geometry (ωB97M-V/def2-TZVPD, the Open Molecules 2025 dataset).

Computed properties:
HOMO-LUMO gap (spin up / spin down) = 5.4381 / 5.3261 eV
HOMO level (spin up / spin down) = -3.772 / -4.444 eV
Energy above the lowest of the compared OMol25 structures with the same formula, charge and spin = 3.7322 eV
Total energy = -131009.656 eV
<S²> = 3.992

Geometry as ORCA input:
```
! RIJCOSX wB97M-V def2-TZVPD def2/J DEFGRID3
* xyz -1 4
V -0.317 0.289 -0.046
C 0.185 6.792 -1.060
C -0.240 5.664 -2.007
C -0.798 4.491 -1.265
C -2.090 4.256 -0.935
C -3.243 5.158 -1.265
C -3.981 5.688 -0.028
C -2.083 3.021 -0.157
C -3.159 2.358 0.399
C -2.657 0.069 1.062
C -3.705 -0.943 1.515
C -5.184 -0.884 1.298
C -5.918 -0.355 2.535
C -3.062 -1.882 2.213
C -1.613 -1.615 2.139
C -0.660 -2.550 2.492
C 0.681 -2.404 2.144
N 1.170 -1.376 1.431
C 2.518 -1.601 1.358
C 3.414 -0.757 0.769
C 3.146 0.483 0.175
N 1.933 1.077 -0.026
C 2.230 2.290 -0.590
C 1.350 3.288 -0.960
C -0.013 3.388 -0.734
N -0.790 2.526 -0.043
C 3.658 2.454 -0.768
C 4.230 1.321 -0.284
C 5.691 1.004 -0.169
C 6.246 1.315 1.229
C 4.335 3.676 -1.311
C 4.414 4.809 -0.278
C 2.887 -2.850 2.025
C 1.736 -3.354 2.522
C 1.514 -4.611 3.300
C 1.364 -4.368 4.808
C 4.279 -3.376 2.180
C 5.014 -2.716 3.355
N -1.379 -0.429 1.572
C -3.643 -3.055 2.938
C -3.547 -2.889 4.461
H 0.645 7.616 -1.610
H 0.903 6.425 -0.323
H -0.678 7.180 -0.515
H 0.617 5.352 -2.606
H -0.982 6.041 -2.711
H -3.939 4.655 -1.939
H -2.857 6.008 -1.829
H -4.384 4.876 0.580
H -4.807 6.339 -0.322
H -3.296 6.262 0.598
H -4.518 3.109 -1.038
H -5.545 -1.889 1.069
H -5.406 -0.264 0.434
H -5.793 -1.039 3.378
H -6.985 -0.239 2.335
H -5.517 0.616 2.824
H -0.977 -3.462 2.979
H 4.455 -1.054 0.798
H 1.794 4.124 -1.483
H 6.241 1.588 -0.909
H 5.868 -0.047 -0.404
H 6.161 2.383 1.440
H 7.297 1.030 1.314
H 5.678 0.781 1.993
H 3.804 4.031 -2.198
H 5.345 3.416 -1.634
H 3.415 5.105 0.045
H 4.921 5.685 -0.688
H 4.962 4.478 0.607
H 2.350 -5.294 3.132
H 0.615 -5.110 2.927
H 2.267 -3.907 5.213
H 1.191 -5.308 5.337
H 0.526 -3.699 5.012
H 4.846 -3.210 1.261
H 4.241 -4.456 2.341
H 5.018 -1.630 3.240
H 6.049 -3.061 3.418
H 4.514 -2.949 4.296
H -3.116 -3.964 2.637
H -4.688 -3.179 2.649
H -2.507 -2.787 4.776
H -3.981 -3.748 4.976
H -4.079 -1.991 4.780
Cl 1.947 -1.782 -2.143
C 0.821 -3.072 -1.741
Cl -0.660 -2.499 -0.936
H 1.319 -3.754 -1.063
H 0.520 -3.559 -2.659
O -6.141 1.647 -2.674
C -5.036 0.835 -2.566
O -4.882 -0.025 -3.400
C -4.168 1.065 -1.430
C -4.364 2.198 -0.473
Cl -5.954 2.250 0.562
N -2.979 1.463 1.466
N -2.243 0.101 -0.318
C -2.887 0.475 -1.390
C -1.812 0.586 -2.512
O -2.063 0.899 -3.647
O -0.615 0.435 -1.994
C -2.500 2.029 2.700
C -3.477 2.635 3.490
C -3.160 3.219 4.708
C -1.850 3.198 5.162
C -0.869 2.610 4.377
C -1.181 2.033 3.152
H -6.258 2.171 -1.871
H -4.495 2.651 3.118
H -3.941 3.677 5.303
H -1.592 3.638 6.118
H 0.163 2.603 4.708
H -0.390 1.602 2.565
*
```

Mulliken population analysis, charges in e, atoms 1 to 99:
1. V 0.536
2. C -1.124
3. C -1.449
4. C 0.187
5. C 0.833
6. C -1.058
7. C -1.088
8. C -0.180
9. C -1.433
10. C 0.936
11. C -0.143
12. C -0.801
13. C -1.099
14. C 0.725
15. C 0.077
16. C -0.989
17. C 0.090
18. N 0.294
19. C -0.376
20. C -0.206
21. C -0.277
22. N 0.507
23. C -0.040
24. C -0.363
25. C -0.110
26. N 0.997
27. C 0.225
28. C 0.321
29. C -1.118
30. C -1.016
31. C -1.278
32. C -0.930
33. C 0.204
34. C 0.361
35. C -1.086
36. C -1.044
37. C -1.181
38. C -0.993
39. N 0.031
40. C -1.366
41. C -1.201
42. H 0.394
43. H 0.252
44. H 0.286
45. H 0.506
46. H 0.481
47. H 0.364
48. H 0.356
49. H 0.137
50. H 0.422
51. H 0.324
52. H 1.010
53. H 0.667
54. H -0.144
55. H 0.265
56. H 0.417
57. H 0.063
58. H 0.458
59. H 0.184
60. H 0.039
61. H 0.447
62. H 0.394
63. H 0.235
64. H 0.376
65. H 0.197
66. H 0.383
67. H 0.376
68. H 0.163
69. H 0.386
70. H 0.234
71. H 0.382
72. H 0.366
73. H 0.242
74. H 0.383
75. H 0.224
76. H 0.375
77. H 0.460
78. H 0.183
79. H 0.377
80. H 0.234
81. H 0.505
82. H 0.380
83. H 0.253
84. H 0.418
85. H 0.314
86. Cl -0.084
87. C -0.445
88. Cl 0.075
89. H 0.286
90. H 0.422
91. O -0.639
92. C 0.253
93. O -0.634
94. C 0.734
95. C -0.357
96. Cl -0.231
97. N 1.502
98. N 0.562
99. C 0.265


No. 2
# C48H52CuN4O3P2Si

A structure of composition C48H52CuN4O3P2Si at a distorted geometry (ωB97M-V/def2-TZVPD, the Open Molecules 2025 dataset).

Computed properties:
HOMO-LUMO gap (spin up / spin down) = 6.0815 / 7.4181 eV
HOMO level (spin up / spin down) = -5.576 / -7.590 eV
Total energy = -133820.765 eV
<S²> = 0.757

Geometry as ORCA input:
```
! RIJCOSX wB97M-V def2-TZVPD def2/J DEFGRID3
* xyz 0 2
Cu -0.399 -1.109 0.608
C 1.527 -1.598 -2.448
Si 0.812 0.173 -2.237
C 2.163 1.390 -2.795
C 2.808 1.551 -4.009
C 3.762 2.547 -4.158
C 4.050 3.408 -3.111
C 3.429 3.244 -1.885
C 2.523 2.208 -1.729
P 1.578 1.809 -0.229
C 2.724 2.388 1.091
C 2.218 2.833 2.311
C 3.067 3.135 3.361
C 4.437 2.987 3.214
C 4.949 2.523 2.013
C 4.100 2.199 0.973
C 0.474 3.289 -0.359
C -0.728 3.117 -1.036
C -1.614 4.167 -1.188
C -1.307 5.412 -0.665
C -0.104 5.600 -0.005
C 0.784 4.550 0.143
C -0.583 -0.090 -3.515
C -0.544 0.209 -4.868
C -1.513 -0.284 -5.726
C -2.519 -1.108 -5.247
C -2.590 -1.399 -3.897
C -1.640 -0.862 -3.037
P -1.788 -0.970 -1.224
C -2.828 -2.452 -1.039
C -2.272 -3.658 -1.461
C -2.914 -4.851 -1.203
C -4.117 -4.855 -0.513
C -4.674 -3.661 -0.086
C -4.029 -2.464 -0.336
C -3.042 0.352 -0.985
C -4.040 0.633 -1.911
C -4.946 1.651 -1.678
C -4.865 2.408 -0.521
C -3.868 2.139 0.405
C -2.966 1.117 0.172
H 1.883 -1.738 -3.465
H 0.747 -2.326 -2.252
H 2.341 -1.799 -1.772
H 2.582 0.903 -4.843
H 4.285 2.658 -5.098
H 4.765 4.207 -3.251
H 3.653 3.914 -1.066
H 1.152 2.983 2.422
H 2.658 3.494 4.295
H 5.102 3.220 4.033
H 6.018 2.421 1.885
H 4.500 1.800 0.053
H -0.965 2.143 -1.446
H -2.545 4.014 -1.711
H -1.999 6.234 -0.772
H 0.148 6.573 0.392
H 1.721 4.715 0.653
H 0.250 0.831 -5.251
H -1.471 -0.041 -6.779
H -3.263 -1.506 -5.921
H -3.377 -2.037 -3.514
H -1.329 -3.641 -1.992
H -2.478 -5.780 -1.535
H -4.617 -5.789 -0.303
H -5.616 -3.662 0.444
H -4.461 -1.533 0.005
H -4.114 0.060 -2.821
H -5.709 1.860 -2.413
H -5.574 3.204 -0.344
H -3.782 2.736 1.302
H -2.180 0.891 0.879
N 0.103 0.299 2.154
C 0.017 0.043 3.585
C -1.310 -0.610 3.974
C -1.443 -2.040 3.446
N -1.786 -2.041 2.031
H 1.063 0.451 1.850
H -0.426 1.128 1.901
H 0.149 0.970 4.164
H 0.829 -0.634 3.860
H -2.138 -0.011 3.591
H -1.376 -0.622 5.064
H -2.192 -2.576 4.049
H -0.491 -2.564 3.553
H -2.749 -1.750 1.894
H -1.664 -2.968 1.632
C 3.387 -1.837 3.402
C 4.439 -1.805 2.306
C 3.926 -2.291 0.929
C 5.103 -2.096 -0.053
C 4.918 -2.715 -1.435
C 3.620 -3.773 1.032
O 4.453 -4.612 1.287
N 2.316 -4.116 0.818
C 1.233 -3.243 0.683
O 0.105 -3.712 0.630
N 1.482 -1.935 0.604
C 2.719 -1.424 0.556
O 2.910 -0.241 0.279
H 3.839 -1.585 4.359
H 2.928 -2.820 3.489
H 2.608 -1.110 3.189
H 5.280 -2.442 2.591
H 4.795 -0.779 2.181
H 5.980 -2.558 0.408
H 5.276 -1.023 -0.149
H 4.510 -3.722 -1.359
H 5.883 -2.776 -1.932
H 4.262 -2.117 -2.061
H 2.077 -5.100 0.859
*
```

Mulliken population analysis, charges in e, atoms 1 to 99:
1. Cu 0.210
2. C -0.080
3. Si 2.148
4. C 0.484
5. C -0.488
6. C -0.864
7. C -0.925
8. C -0.345
9. C -0.450
10. P 2.900
11. C 0.466
12. C -0.410
13. C -0.938
14. C -0.757
15. C -0.829
16. C -1.136
17. C 0.911
18. C -0.931
19. C -0.927
20. C -0.866
21. C -0.828
22. C -0.727
23. C 0.612
24. C -0.889
25. C -0.747
26. C -0.858
27. C -0.748
28. C -0.096
29. P 2.162
30. C 0.182
31. C -0.014
32. C -0.797
33. C -0.677
34. C -0.754
35. C -0.767
36. C 0.701
37. C -0.703
38. C -0.679
39. C -0.876
40. C -0.528
41. C -0.334
42. H 0.715
43. H -0.122
44. H -0.860
45. H 0.457
46. H 0.415
47. H 0.448
48. H 0.438
49. H 0.602
50. H 0.453
51. H 0.423
52. H 0.467
53. H 0.364
54. H 0.350
55. H 0.578
56. H 0.407
57. H 0.462
58. H 0.352
59. H 0.422
60. H 0.440
61. H 0.407
62. H 0.578
63. H 0.303
64. H 0.450
65. H 0.392
66. H 0.422
67. H 0.494
68. H 0.392
69. H 0.432
70. H 0.357
71. H 0.463
72. H -0.196
73. N 0.758
74. C -0.289
75. C -0.984
76. C -0.721
77. N -0.395
78. H -1.337
79. H 0.400
80. H 0.440
81. H 0.179
82. H 0.264
83. H 0.510
84. H 0.452
85. H 0.266
86. H 0.130
87. H 0.107
88. C -0.704
89. C -1.363
90. C 3.007
91. C -1.173
92. C -1.260
93. C -0.463
94. O -0.664
95. N 0.147
96. C -0.626
97. O -0.685
98. N 1.343
99. C -1.705


Q: Which value of <S²> does entry 1 give?
A: 3.992